Entry from the OMol25 dataset: a cluster of 2 separate species, C7H13N in total (ωB97M-V/def2-TZVPD).

ORCA input file:
```
! wB97M-V def2-TZVPD RIJCOSX def2/J DEFGRID3
* xyz 0 1
C 0.555 1.848 -1.246
C 0.426 1.658 0.251
C 0.812 0.139 0.203
C 0.610 -0.804 1.326
C -0.257 -1.970 0.985
C -1.174 -1.255 -0.077
C -0.426 0.579 -1.446
H 0.234 2.728 -2.104
H 1.455 1.156 -1.822
H 1.114 2.545 1.174
H -0.606 1.674 0.861
H 1.939 0.174 -0.311
H 0.183 -0.146 2.249
H 1.423 -1.421 1.965
H 0.340 -2.903 1.009
H -0.972 -2.093 1.772
H -1.920 -1.919 -0.796
H -1.930 -0.619 0.368
H -1.476 0.938 -1.100
H -0.375 0.308 -2.512
N 0.046 -0.616 -0.748
*
```

- Energy above the lowest of the compared OMol25 structures with the same formula, charge and spin: 691.7 kJ/mol

=====

Entry from the OMol25 dataset: a cluster of 2 separate species, C7H13N in total (ωB97M-V/def2-TZVPD).

ORCA input file:
```
! wB97M-V def2-TZVPD RIJCOSX def2/J DEFGRID3
* xyz 0 1
C -0.691 0.480 1.084
C 1.404 -0.247 0.368
C 1.064 -0.733 -0.878
C -1.176 -0.458 2.154
C 2.461 0.837 0.455
C -1.940 -0.071 -2.408
C -1.042 0.009 -1.227
N -1.277 0.452 -0.108
H -0.360 1.464 1.406
H 1.359 -0.696 1.359
H 1.427 -0.258 -1.784
H 0.805 -1.774 -1.025
H -1.301 -1.465 1.750
H -2.125 -0.135 2.599
H -0.440 -0.502 2.960
H 2.340 1.501 1.316
H 3.481 0.476 0.627
H 2.475 1.431 -0.466
H -2.935 0.347 -2.226
H -2.051 -1.114 -2.711
H -1.479 0.455 -3.247
*
```

- Energy above the lowest of the compared OMol25 structures with the same formula, charge and spin: 361.3 kJ/mol

=====

Entry from the OMol25 dataset: an isolated molecule of C7H13N (ωB97M-V/def2-TZVPD).

ORCA input file:
```
! wB97M-V def2-TZVPD RIJCOSX def2/J DEFGRID3
* xyz 0 1
C -1.785 0.080 1.627
C -1.139 0.579 0.395
N 0.246 1.275 0.503
C 1.339 0.334 0.089
C 1.983 0.794 -1.233
C 0.490 -0.952 -0.013
C -0.388 -1.877 -0.893
C -0.789 -0.408 -0.668
H -2.531 -0.681 1.354
H -1.121 -0.497 2.434
H -2.233 0.889 2.211
H -1.790 1.361 0.075
H 0.344 1.627 1.469
H 2.129 0.227 0.827
H 2.655 1.662 -1.013
H 1.231 1.125 -1.951
H 2.618 0.010 -1.700
H 0.222 -1.225 1.006
H -0.294 -2.036 -1.988
H -0.680 -2.833 -0.538
H -0.550 0.155 -1.536
*
```

- Energy above the lowest of the compared OMol25 structures with the same formula, charge and spin: 360.7 kJ/mol
- Structure (SMILES): C[C@H]1N[C@H](C)[C@@H]2C[C@H]21

=====

Entry from the OMol25 dataset: an isolated molecule of C7H13N (ωB97M-V/def2-TZVPD).

ORCA input file:
```
! wB97M-V def2-TZVPD RIJCOSX def2/J DEFGRID3
* xyz 0 1
C -1.462 -1.800 -0.343
C -0.882 -0.597 0.438
C -1.678 0.718 0.278
C -0.744 1.943 -0.258
C 0.586 1.020 -0.053
C 1.618 0.085 -0.593
C 2.693 -0.369 0.302
N 0.261 -0.235 -0.374
H -0.896 -2.801 -0.226
H -1.434 -1.432 -1.439
H -2.531 -1.910 -0.037
H -0.564 -0.990 1.460
H -2.107 1.008 1.194
H -2.569 0.431 -0.264
H -0.973 2.126 -1.372
H -0.976 2.829 0.246
H 0.529 1.114 1.045
H 1.907 0.336 -1.633
H 3.084 -1.321 0.017
H 2.511 -0.508 1.385
H 3.626 0.353 0.227
*
```

- Energy above the lowest of the compared OMol25 structures with the same formula, charge and spin: 449.0 kJ/mol
- Structure (SMILES): C[C@@H]1CC[C@@H]2[C@@H](C)N12

=====

Entry from the OMol25 dataset: an isolated molecule of C7H13N (ωB97M-V/def2-TZVPD).

ORCA input file:
```
! wB97M-V def2-TZVPD RIJCOSX def2/J DEFGRID3
* xyz 0 1
C 0.635 3.062 -1.596
C -0.358 2.247 -1.923
C -0.283 0.793 -1.609
C -1.099 0.232 -0.722
C -1.060 -1.233 -0.374
C -0.526 -1.525 1.030
C 0.901 -1.027 1.251
N 1.428 -1.264 2.583
H 1.521 2.655 -1.114
H 0.643 4.135 -1.738
H -1.245 2.582 -2.451
H 0.470 0.166 -2.068
H -1.902 0.814 -0.273
H -0.476 -1.765 -1.132
H -2.060 -1.662 -0.465
H -1.139 -1.022 1.773
H -0.547 -2.594 1.237
H 1.572 -1.481 0.517
H 1.016 0.036 1.015
H 0.818 -0.927 3.315
H 1.694 -2.222 2.744
*
```

- Energy above the lowest of the compared OMol25 structures with the same formula, charge and spin: 135.3 kJ/mol
- Structure (SMILES): C=C/C=C/CCCN

=====

Entry from the OMol25 dataset: the ion C7H13N2 with charge +1 (ωB97M-V/def2-TZVPD).

ORCA input file:
```
! wB97M-V def2-TZVPD RIJCOSX def2/J DEFGRID3
* xyz 1 1
C -0.132 1.119 1.265
C 0.678 0.604 0.331
C 1.640 1.469 -0.427
C 0.665 -0.834 0.075
C 1.933 -1.558 -0.189
N -0.444 -1.537 0.109
C -1.814 -1.295 0.247
C -2.676 -0.282 -0.046
N -2.555 0.945 -0.571
H -0.812 0.512 1.837
H -0.088 2.161 1.531
H 1.165 1.834 -1.339
H 1.926 2.331 0.168
H 2.538 0.938 -0.720
H 1.769 -2.631 -0.284
H 2.389 -1.200 -1.112
H 2.649 -1.376 0.615
H -0.284 -2.543 0.055
H -2.305 -2.188 0.601
H -3.705 -0.529 0.188
H -1.666 1.321 -0.857
H -3.384 1.479 -0.754
*
```

- Energy above the lowest of the compared OMol25 structures with the same formula, charge and spin: 142.5 kJ/mol
- Structure (SMILES): C=C(C)/C(C)=[NH+]\C=C/N

=====

Number 1: F_max 0.1531 hartree/bohr, frontier orbital gap 0.3663 Eh, lowest unoccupied orbital energy 1.0 eV. Number 2: F_max 0.0265 hartree/bohr, frontier orbital gap 0.3117 Eh, lowest unoccupied orbital energy 1.0 eV. Number 3: F_max 0.0752 hartree/bohr, frontier orbital gap 0.3583 Eh, lowest unoccupied orbital energy 1.1 eV. Number 4: F_max 0.1120 hartree/bohr, frontier orbital gap 0.3380 Eh, lowest unoccupied orbital energy 1.1 eV. Number 5: F_max 0.0150 hartree/bohr, frontier orbital gap 0.3674 Eh, lowest unoccupied orbital energy 1.2 eV. Number 6: F_max 0.0221 hartree/bohr, frontier orbital gap 0.2952 Eh, lowest unoccupied orbital energy -4.3 eV.